Record 1
{"formula": "C23H18AsNO3PdS6", "method": "the ωB97M-V functional and the def2-TZVPD basis", "orbital_gap_ha": [0.264, 0.196], "mol_weight_g_mol": 730.15, "lumo_ev": [-0.412, -2.537], "total_energy_ev": -161102.869, "multiplicity": 3, "symbols": ["Pd", "O", "C", "S", "C", "C", "S", "S", "S", "C", "O", "C", "S", "S", "H", "H", "H", "C", "C", "C", "C", "C", "C", "As", "C", "C", "C", "C", "C", "C", "C", "C", "C", "C", "C", "C", "H", "H", "H", "H", "H", "H", "H", "H", "H", "H", "H", "H", "H", "H", "H", "O", "N"], "positions_angstrom": [[0.0602, -0.5221, -0.1734], [6.1632, 1.2368, 1.7733], [5.0627, 0.8099, 1.5982], [4.7167, -0.6768, 0.6822], [2.9916, -0.6357, 0.8439], [2.4512, 0.4421, 1.5762], [0.8139, 0.6229, 1.9339], [3.5876, 1.5978, 2.2043], [2.0841, -1.8843, 0.1509], [0.4378, 3.9444, -0.1470], [0.5288, 2.6307, -0.7122], [1.6221, 2.3050, -1.3842], [2.8774, 3.3054, -1.7412], [1.6485, 0.7445, -2.0672], [-0.4895, 3.9458, 0.4191], [0.4118, 4.6922, -0.9384], [1.2884, 4.1367, 0.5057], [-3.3750, 4.9539, 0.7997], [-2.9651, 4.6034, -0.4802], [-2.6038, 3.2945, -0.7598], [-2.6552, 2.3286, 0.2422], [-3.0368, 2.6878, 1.5300], [-3.4036, 3.9984, 1.8044], [-2.1335, 0.5124, -0.1907], [-3.2621, -0.5536, 0.9738], [-2.7186, -1.6917, 1.5605], [-3.4887, -2.4804, 2.4040], [-4.8016, -2.1285, 2.6773], [-5.3459, -0.9852, 2.1081], [-4.5796, -0.2001, 1.2607], [-2.9296, 0.3824, -1.9640], [-4.2992, 0.2530, -2.1672], [-4.8134, 0.2530, -3.4552], [-3.9652, 0.3924, -4.5455], [-2.5993, 0.5228, -4.3473], [-2.0817, 0.5164, -3.0586], [-3.6734, 5.9721, 1.0125], [-2.9262, 5.3505, -1.2622], [-2.2886, 3.0227, -1.7600], [-3.0476, 1.9469, 2.3199], [-3.7083, 4.2715, 2.8063], [-1.6877, -1.9673, 1.3693], [-3.0567, -3.3662, 2.8503], [-5.3974, -2.7372, 3.3448], [-6.3663, -0.7008, 2.3296], [-5.0066, 0.6993, 0.8345], [-4.9689, 0.1321, -1.3265], [-5.8797, 0.1434, -3.6049], [-4.3717, 0.4000, -5.5484], [-1.9309, 0.6255, -5.1921], [-1.0114, 0.6159, -2.9090], [-1.2162, -2.4654, -1.4172], [-0.3780, -1.6875, -1.6328]], "forces_ev_per_a": [[0.68, 0.07, 0.70], [0.03, 0.00, 0.01], [-0.03, 0.02, 0.01], [0.01, 0.00, 0.00], [-0.07, 0.03, 0.06], [0.01, -0.14, -0.01], [0.01, 0.22, -0.16], [0.02, -0.02, 0.01], [-0.02, 0.15, -0.06], [0.12, 0.08, 0.19], [-0.04, -0.07, 0.07], [-0.14, 0.28, -0.33], [0.07, -0.04, 0.07], [-0.17, -0.11, 0.39], [0.15, 0.02, 0.01], [0.00, 0.00, -0.01], [0.03, -0.03, -0.02], [0.00, 0.02, -0.05], [-0.07, -0.02, 0.00], [-0.21, -0.08, -0.02], [0.18, 0.04, 0.00], [0.11, -0.05, 0.01], [0.04, 0.00, 0.03], [-0.47, -0.13, -0.36], [-0.04, 0.13, 0.02], [0.01, -0.02, -0.01], [-0.02, 0.01, 0.00], [0.03, 0.00, 0.01], [-0.01, 0.01, -0.01], [0.01, 0.01, -0.04], [-0.01, 0.05, 0.05], [0.02, -0.08, 0.01], [-0.01, 0.00, 0.03], [0.00, 0.02, -0.01], [-0.01, -0.01, 0.01], [0.03, 0.00, 0.04], [0.03, 0.01, 0.01], [-0.01, 0.00, -0.01], [-0.01, 0.02, 0.00], [-0.03, 0.01, 0.01], [0.00, 0.00, 0.00], [0.00, 0.02, -0.02], [0.00, 0.00, 0.01], [-0.01, -0.01, -0.01], [0.00, 0.00, -0.01], [-0.01, 0.02, 0.03], [-0.02, 0.01, -0.01], [0.00, 0.00, -0.01], [0.01, -0.02, 0.00], [0.00, 0.01, 0.00], [0.00, 0.01, -0.01], [0.09, 0.08, 0.06], [-0.26, -0.48, -0.69]], "lowdin_spin": [0.35, 0.05, 0.02, 0.04, 0.19, 0.18, 0.29, 0.03, 0.29, 0.01, 0.00, 0.02, 0.19, 0.48, 0.00, 0.00, 0.00, 0.00, 0.00, 0.00, 0.00, 0.00, 0.00, 0.03, 0.01, 0.01, 0.00, 0.00, 0.00, 0.00, 0.00, 0.00, 0.00, 0.00, 0.00, 0.00, 0.00, 0.00, 0.00, 0.00, 0.00, 0.01, 0.00, 0.00, 0.00, 0.00, 0.00, 0.00, 0.00, 0.00, 0.00, -0.08, -0.12]}

***

Record 2
{"formula": "C30H48P2Rh", "method": "the ωB97M-V functional and the def2-TZVPD basis", "orbital_gap_ha": [0.220, 0.148], "charge": 1, "mol_weight_g_mol": 573.57, "lumo_ev": [-3.211, -5.367], "total_energy_ev": -53461.240, "multiplicity": 5, "symbols": ["Rh", "C", "C", "C", "C", "C", "C", "H", "H", "H", "C", "H", "H", "H", "C", "H", "H", "H", "C", "H", "H", "H", "C", "H", "H", "H", "C", "C", "C", "C", "C", "C", "C", "C", "H", "H", "H", "H", "H", "H", "H", "H", "H", "H", "H", "H", "P", "C", "C", "P", "C", "C", "C", "H", "H", "H", "H", "H", "H", "H", "H", "H", "H", "H", "H", "H", "H", "C", "C", "C", "C", "C", "C", "C", "H", "H", "H", "H", "H", "H", "H"], "positions_angstrom": [[0.9383, -1.0481, 0.2252], [-0.6802, 3.3420, 0.7706], [-1.0948, 3.5192, -0.5738], [-2.2729, 1.7500, 0.3026], [-1.3908, 2.2349, 1.3089], [-2.0793, 2.5413, -0.8640], [0.2522, 4.2120, 1.5158], [0.9235, 4.7453, 0.8320], [0.8544, 3.6292, 2.2231], [-0.2875, 4.9733, 2.1032], [-1.2793, 1.6984, 2.6812], [-0.5647, 2.2771, 3.2779], [-0.9430, 0.6490, 2.6719], [-2.2524, 1.7187, 3.1961], [-3.2940, 0.7009, 0.4754], [-4.2974, 1.1323, 0.6361], [-3.0641, 0.0729, 1.3457], [-3.3617, 0.0545, -0.4106], [-2.8412, 2.4375, -2.1264], [-3.7282, 3.0917, -2.1175], [-3.1916, 1.4122, -2.2988], [-2.2253, 2.7378, -2.9842], [-0.6506, 4.5976, -1.4803], [-1.2549, 5.5099, -1.3534], [-0.7405, 4.2883, -2.5280], [0.3941, 4.8688, -1.2863], [2.3290, -2.2935, 0.1598], [2.9869, -0.9202, 0.2827], [3.6065, -0.3976, -1.0213], [2.5128, -0.0463, -2.0284], [1.0965, -0.3170, -1.4947], [0.3959, -1.5200, -2.1057], [1.0176, -2.9484, -1.9481], [2.3326, -3.0562, -1.1479], [4.2737, -1.1588, -1.4423], [2.6712, -0.5798, -2.9771], [4.2288, 0.4767, -0.8119], [3.2033, -2.8139, -1.7676], [2.4841, -2.9101, 1.0559], [3.7334, -1.0314, 1.0878], [2.4502, -4.1137, -0.8696], [0.2704, -3.6016, -1.4774], [0.5966, -1.3072, -3.1717], [1.1873, -3.3627, -2.9545], [2.5606, 1.0239, -2.2760], [0.4730, 0.5869, -1.5982], [2.2714, 0.6194, 1.5235], [3.0086, 0.2191, 3.1415], [3.1408, 2.0737, 0.8506], [-2.2721, -1.4634, -3.5859], [-1.1770, -1.4948, -2.0297], [-1.1851, -0.5870, -4.7913], [-2.0507, -3.2022, -4.1579], [2.2362, -0.2346, 3.7778], [3.3605, 1.1549, 3.5997], [3.8457, -0.4797, 3.0206], [3.0716, 2.1247, -0.2429], [4.1946, 2.0544, 1.1618], [2.6487, 2.9697, 1.2547], [-1.0038, -3.4287, -4.4017], [-2.6793, -3.3296, -5.0513], [-2.4154, -3.8805, -3.3741], [-1.5378, -2.3829, -1.4893], [-1.4985, -0.5887, -1.4840], [-1.8705, -0.1012, -5.5025], [-0.5375, -1.2841, -5.3397], [-0.5918, 0.1956, -4.3001], [-0.7228, -2.1078, 1.1022], [-0.9081, -1.9228, 2.5713], [-2.2015, -1.7120, 3.0885], [-2.3848, -1.4737, 4.4506], [-1.2853, -1.4798, 5.3172], [-0.0076, -1.7533, 4.8217], [0.1770, -1.9963, 3.4535], [-0.3986, -3.1326, 0.8501], [-1.6400, -1.8563, 0.5550], [-3.0568, -1.7532, 2.4080], [-3.3905, -1.2924, 4.8298], [-1.4317, -1.2944, 6.3834], [0.8477, -1.7952, 5.4959], [1.1658, -2.2398, 3.0568]], "forces_ev_per_a": [[-4.28, 2.89, 4.97], [-0.13, 0.56, -2.13], [1.69, 0.78, 2.63], [0.42, 0.84, -1.53], [-0.53, -0.11, -0.62], [-1.31, -2.11, 1.55], [0.25, 0.42, 0.31], [-0.04, -0.06, 0.21], [0.00, 0.19, -0.01], [0.22, -0.15, -0.10], [0.13, -0.06, 0.41], [-0.17, -0.12, -0.05], [-0.12, 0.28, 0.03], [0.23, -0.04, -0.11], [-0.59, -0.50, 0.10], [0.24, -0.20, -0.03], [-0.11, 0.13, -0.23], [-0.09, 0.02, 0.18], [-0.10, -0.14, -0.42], [0.20, -0.14, 0.00], [-0.01, 0.18, 0.01], [-0.19, -0.06, 0.11], [0.17, 0.28, -0.36], [0.13, -0.20, -0.05], [0.07, 0.16, 0.14], [-0.20, 0.02, -0.10], [1.91, -0.69, -0.26], [2.89, -0.76, 0.40], [0.12, 0.18, 0.22], [-0.39, 0.44, -0.39], [0.65, 0.84, -3.15], [-0.84, -0.21, -2.68], [-0.13, 0.00, 0.01], [0.25, -0.74, 0.09], [-0.04, 0.11, 0.29], [-0.04, 0.07, 0.19], [0.00, -0.24, -0.03], [-0.17, 0.09, 0.04], [-0.38, 0.04, -0.20], [0.23, -0.14, -0.39], [0.06, 0.20, -0.26], [0.14, 0.13, -0.02], [-0.08, -0.11, -0.07], [-0.03, 0.04, 0.37], [0.10, -0.25, 0.01], [-0.05, -0.21, 0.22], [-1.13, -0.99, -0.95], [-0.08, 0.37, 0.19], [0.27, 0.00, 0.12], [0.70, -0.17, 0.70], [0.12, 0.09, -0.01], [-0.37, 0.13, -0.28], [-0.12, 0.10, -0.06], [0.28, 0.18, -0.18], [-0.02, -0.36, 0.00], [-0.08, 0.22, 0.14], [-0.11, -0.08, 0.33], [-0.21, 0.11, -0.15], [0.19, -0.26, -0.03], [-0.25, -0.04, 0.04], [0.26, -0.14, 0.22], [0.08, 0.10, -0.28], [0.00, 0.36, 0.01], [0.12, -0.36, 0.03], [0.42, -0.07, 0.06], [-0.03, 0.28, 0.16], [-0.13, -0.16, -0.15], [-0.77, -1.46, 1.55], [0.00, -0.23, -0.68], [0.11, 0.24, 0.28], [0.11, -0.18, -0.29], [0.00, 0.02, -0.08], [0.00, -0.13, -0.42], [-0.13, 0.15, 0.56], [0.07, 0.34, -0.01], [0.45, 0.20, -0.07], [0.28, 0.10, 0.30], [0.28, -0.08, -0.03], [0.07, -0.04, -0.36], [-0.23, 0.00, -0.11], [-0.23, 0.09, 0.15]], "lowdin_spin": [1.11, 0.06, 0.20, 0.03, 0.30, 0.24, 0.00, 0.00, 0.00, 0.00, 0.06, 0.00, 0.02, 0.02, -0.01, 0.00, 0.00, 0.00, 0.04, 0.02, 0.00, 0.00, 0.03, 0.01, 0.00, 0.00, 0.11, 0.08, 0.02, 0.04, 0.20, 0.08, 0.02, 0.03, 0.00, 0.01, 0.00, 0.01, 0.01, 0.04, 0.00, 0.00, 0.03, 0.00, 0.00, 0.01, 0.35, 0.06, 0.06, 0.00, 0.01, 0.00, 0.00, 0.00, 0.00, 0.01, 0.00, 0.01, 0.01, 0.00, 0.00, 0.00, 0.00, 0.00, 0.00, 0.00, 0.00, 0.39, 0.06, 0.05, 0.00, 0.06, -0.01, 0.06, 0.03, 0.03, 0.00, 0.00, 0.00, 0.00, 0.00]}